1.
{
  "formula": "C45H37GeO5PW",
  "method": "ωB97M-V/def2-TZVPD",
  "species": ["W", "O", "C", "O", "C", "C", "C", "C", "C", "O", "C", "C", "O", "O", "H", "H", "H", "H", "H", "H", "H", "H", "C", "C", "C", "C", "C", "C", "P", "C", "C", "C", "C", "C", "C", "C", "C", "C", "C", "C", "C", "H", "H", "H", "H", "H", "H", "H", "H", "H", "H", "H", "H", "H", "H", "C", "Ge", "C", "C", "C", "C", "C", "C", "C", "C", "C", "C", "C", "C", "C", "C", "C", "C", "C", "C", "H", "H", "H", "H", "H", "H", "H", "H", "H", "H", "H", "H", "H", "H", "H"],
  "coordinates": [[-0.623979, -0.272548, 1.029339], [-2.453845, -4.174164, 1.432788], [-2.107145, -3.069683, 1.846022], [-1.066913, -2.421126, 1.470050], [-2.921686, -2.405584, 2.961063], [-1.979280, -1.853683, 4.040299], [-2.774453, -1.467223, 5.298176], [-3.429620, -0.135352, 4.846494], [-2.940837, -0.045645, 3.395171], [-1.611089, -0.577669, 3.510783], [-3.685820, -1.101289, 2.551448], [-3.741280, -0.803250, 1.044032], [-4.813154, -0.950772, 0.468720], [-2.660841, -0.388966, 0.478839], [-3.609663, -3.152081, 3.356223], [-1.081806, -2.445206, 4.203873], [-2.104493, -1.313122, 6.144795], [-3.501675, -2.234467, 5.569583], [-3.048781, 0.707628, 5.423614], [-4.518005, -0.143177, 4.917142], [-2.879292, 0.948353, 2.959596], [-4.726800, -1.173153, 2.864883], [-1.555681, -1.529651, -3.283565], [-0.357426, -0.906510, -2.965743], [0.450035, -1.421299, -1.959165], [0.086636, -2.590547, -1.291205], [-1.137734, -3.186520, -1.594329], [-1.955930, -2.657880, -2.582077], [1.129122, -3.488875, -0.073939], [2.476851, -4.053791, -1.239133], [2.674447, -5.428856, -1.335588], [3.649872, -5.968531, -2.168949], [4.450087, -5.129856, -2.927520], [4.267833, -3.753197, -2.843744], [3.296078, -3.225195, -2.009162], [2.051587, -2.200309, 0.874245], [3.359589, -2.561452, 1.227493], [4.120216, -1.791497, 2.089781], [3.555511, -0.640128, 2.622036], [2.263182, -0.281617, 2.271418], [1.446497, -1.024500, 1.384968], [-2.197209, -1.106352, -4.048355], [-0.064552, 0.006047, -3.468505], [1.355682, -0.895318, -1.683795], [-1.463838, -4.038613, -1.008632], [-2.918051, -3.113201, -2.782957], [2.045619, -6.083615, -0.742285], [3.781817, -7.043329, -2.222842], [5.212044, -5.541584, -3.579450], [4.890025, -3.086837, -3.430341], [3.184177, -2.150707, -1.945189], [3.796754, -3.468465, 0.824327], [5.133030, -2.089755, 2.339708], [4.122031, -0.015049, 3.305830], [1.846534, 0.628034, 2.687386], [-0.350646, 1.433982, 1.610962], [-0.231021, 2.381154, -0.037694], [-1.826562, 2.719193, -1.183598], [-2.322574, 4.003343, -1.409974], [-3.423149, 4.220694, -2.233023], [-4.055738, 3.147775, -2.844448], [-3.585717, 1.860585, -2.618595], [-2.486741, 1.653721, -1.796817], [1.224240, 1.994127, -1.344074], [2.418385, 1.416064, -0.908643], [3.447331, 1.130047, -1.796032], [3.304610, 1.422336, -3.148045], [2.129845, 2.008930, -3.598199], [1.103821, 2.291506, -2.701348], [0.278704, 4.263696, 0.465399], [0.151305, 4.677346, 1.788676], [0.485275, 5.970340, 2.177109], [0.966446, 6.877184, 1.241712], [1.113811, 6.479042, -0.081344], [0.772159, 5.185549, -0.458646], [-1.845617, 4.854382, -0.936920], [-3.789123, 5.230068, -2.389746], [-4.920553, 3.311496, -3.478243], [-4.089490, 1.008220, -3.059954], [-2.161626, 0.640482, -1.601587], [2.529075, 1.151449, 0.135987], [4.354496, 0.660852, -1.430830], [4.100354, 1.186844, -3.846099], [2.004866, 2.234928, -4.652084], [0.181679, 2.729546, -3.072690], [-0.200257, 3.947421, 2.512620], [0.376754, 6.269996, 3.214393], [1.232717, 7.885010, 1.541724], [1.498572, 7.176283, -0.818405], [0.899988, 4.887544, -1.495198]],
  "forces_ev_per_a": [[0.29, -0.46, 0.05], [0.01, 0.04, -0.02], [-0.01, -0.07, 0.00], [0.07, 0.14, 0.04], [0.00, 0.02, 0.00], [0.00, 0.02, -0.02], [0.00, -0.01, 0.00], [-0.01, 0.00, 0.00], [0.02, 0.00, -0.01], [-0.10, 0.05, 0.13], [0.02, 0.01, -0.02], [-0.02, -0.02, 0.03], [0.00, 0.00, -0.02], [-0.03, -0.06, 0.03], [0.00, -0.01, -0.01], [0.00, -0.01, 0.01], [0.00, 0.00, 0.00], [0.00, 0.00, 0.00], [0.00, 0.00, 0.00], [0.00, 0.00, 0.00], [0.00, 0.00, -0.01], [0.00, 0.00, 0.01], [0.00, 0.00, 0.01], [-0.02, 0.01, 0.00], [0.04, -0.01, 0.02], [-0.02, -0.07, -0.02], [0.01, 0.01, 0.03], [-0.02, -0.01, 0.00], [0.10, 0.06, 0.05], [-0.06, -0.05, -0.02], [-0.02, 0.00, -0.02], [0.00, 0.00, -0.02], [-0.01, -0.01, 0.01], [0.00, 0.01, -0.01], [0.01, 0.03, 0.04], [-0.10, 0.03, 0.00], [-0.01, -0.01, 0.02], [0.00, -0.03, -0.03], [-0.03, 0.02, 0.00], [0.04, 0.01, 0.00], [-0.07, 0.12, -0.10], [0.00, 0.00, 0.00], [0.00, -0.02, 0.00], [0.02, -0.03, -0.03], [-0.01, 0.00, 0.01], [0.00, 0.00, 0.00], [0.01, 0.00, 0.01], [0.00, 0.00, 0.00], [0.00, 0.00, 0.00], [0.00, 0.00, 0.00], [-0.03, 0.05, 0.02], [0.00, -0.02, -0.01], [0.00, 0.00, 0.00], [0.00, 0.00, 0.00], [0.00, 0.00, -0.01], [-0.21, -0.16, -0.19], [0.09, 0.36, 0.07], [-0.01, 0.00, 0.05], [0.02, 0.03, -0.03], [0.01, 0.00, 0.01], [-0.01, 0.00, 0.01], [-0.02, 0.01, -0.01], [0.01, -0.04, 0.00], [-0.02, 0.01, -0.03], [0.02, 0.02, 0.00], [0.00, 0.00, 0.01], [-0.01, 0.00, 0.00], [0.01, 0.00, 0.00], [0.01, 0.00, 0.01], [0.06, -0.01, -0.01], [0.00, 0.00, 0.00], [0.00, 0.00, 0.00], [0.00, 0.00, 0.00], [-0.01, 0.00, -0.01], [0.02, 0.01, 0.02], [-0.01, 0.00, 0.00], [0.00, 0.00, 0.00], [0.00, 0.00, 0.00], [0.00, 0.00, 0.00], [-0.01, 0.01, -0.02], [0.00, 0.00, 0.01], [0.01, 0.00, 0.00], [0.00, 0.00, 0.00], [0.00, 0.00, 0.00], [0.00, 0.00, 0.00], [-0.01, 0.00, 0.00], [0.00, 0.00, 0.00], [0.00, 0.00, 0.00], [0.00, 0.00, 0.00], [0.00, 0.00, 0.00]],
  "s_squared": 2.032,
  "total_charge": -2,
  "orbital_gap_ev": [5.4, 6.3],
  "lumo_energy_ev": [4.39, 4.39],
  "relative_energy_ev": 0.0000,
  "homo_energy_ev": [-1.005, -1.912],
  "spin_multiplicity": 3,
  "energy_ev": -125132.9484
}

---

2.
{
  "formula": "C2H14O4",
  "method": "ωB97M-V/def2-TZVPD",
  "species": ["C", "C", "H", "H", "H", "H", "H", "H", "H", "H", "O", "H", "H", "O", "H", "H", "O", "H", "H", "O"],
  "coordinates": [[-3.785138, -1.120039, 1.702349], [-2.699303, -0.949869, 2.946829], [-3.424637, -1.419556, 0.732666], [-4.297872, -0.169912, 1.609379], [-4.552939, -1.843995, 1.969464], [-1.984339, -0.211477, 2.562686], [-3.353703, -0.758088, 3.819956], [-2.187166, -1.931808, 2.922748], [2.040757, -0.500243, -2.915910], [0.546001, 0.021072, -2.768163], [1.136927, -0.569859, -3.238972], [4.059941, 0.100672, -0.464829], [4.731433, -1.095614, -1.157536], [3.940667, -0.548882, -1.166358], [0.147765, -1.079397, -0.324800], [1.452150, -0.763906, -0.654703], [0.814870, -0.468876, 0.025394], [2.504474, 4.300838, -1.118803], [2.301087, 4.926353, -2.422578], [2.609028, 4.082584, -2.058819]],
  "forces_ev_per_a": [[0.38, 0.50, 2.07], [-1.71, -1.47, -3.37], [0.69, 0.01, -0.18], [-0.11, 0.22, -0.25], [0.03, -0.13, 0.18], [-0.27, 0.17, 0.97], [1.16, 0.12, -0.29], [-0.16, 0.58, 0.84], [-0.13, 0.42, 0.26], [0.43, 0.26, 0.23], [-0.18, -0.63, -0.42], [0.01, -0.06, -0.06], [-0.01, 0.01, 0.03], [-0.20, 0.04, -0.05], [-0.75, 0.29, 0.78], [0.70, 0.73, 0.62], [0.11, -1.06, -1.40], [0.20, -0.56, -0.10], [0.14, -0.34, -0.47], [-0.34, 0.90, 0.57]],
  "orbital_gap_ev": 11.8,
  "smiles": "CC.O.O.O.O",
  "lumo_energy_ev": 0.51,
  "relative_energy_ev": 1.2344,
  "homo_energy_ev": -11.239,
  "energy_ev": -10490.3436
}

---

3.
{
  "formula": "C16H29BCl2O4V",
  "method": "ωB97M-V/def2-TZVPD",
  "species": ["C", "C", "C", "C", "C", "C", "C", "C", "C", "C", "V", "Cl", "Cl", "O", "H", "H", "H", "H", "H", "H", "H", "H", "H", "H", "H", "H", "H", "H", "H", "H", "O", "H", "C", "C", "C", "O", "B", "O", "C", "C", "C", "H", "H", "H", "H", "H", "H", "H", "H", "H", "H", "H", "H"],
  "coordinates": [[1.536314, 2.472141, -0.317244], [1.362671, 2.061857, 1.051319], [-0.040582, 1.907990, 1.297985], [2.454739, 1.756348, 2.021427], [-0.731537, 2.243051, 0.085931], [0.237416, 2.614776, -0.902246], [-0.054201, 2.961093, -2.314348], [2.833237, 2.479122, -1.030591], [-0.661124, 1.544138, 2.604696], [-2.205079, 2.168312, -0.112966], [0.560343, 0.705867, -0.227826], [1.042331, -1.467624, 1.114336], [0.461460, -0.679001, -2.243973], [-1.871461, -1.222712, 0.758349], [3.267293, 1.235953, 1.510954], [2.078059, 1.113700, 2.815403], [2.892482, 2.642282, 2.507158], [-0.171142, 0.665490, 3.035386], [-1.707697, 1.288598, 2.458453], [-0.597213, 2.357893, 3.331105], [-2.662246, 1.409494, 0.520896], [-2.462447, 1.931300, -1.152391], [-2.649590, 3.148800, 0.134082], [-1.077214, 2.674863, -2.576930], [0.608956, 2.443446, -3.016433], [0.065764, 4.045258, -2.447768], [3.483559, 1.664383, -0.697405], [3.336429, 3.429557, -0.829042], [2.672582, 2.361518, -2.102995], [-2.108285, -1.111359, -0.187333], [0.394045, 0.478698, -4.051761], [0.139280, -0.146004, -4.842301], [-0.878150, -5.616882, -0.753141], [-1.499339, -4.557902, 0.127560], [-3.029281, -4.640719, 0.040658], [-1.105990, -3.250537, -0.316491], [-1.213443, -2.436248, 0.854370], [-1.252315, -3.192843, 2.033711], [-1.012558, -4.565141, 1.663699], [-1.763463, -5.458389, 2.619586], [0.475886, -4.883051, 1.766754], [-1.258646, -5.525416, -1.780466], [-1.157384, -6.598535, -0.350154], [0.217880, -5.565896, -0.792820], [-3.336080, -4.394608, -0.985808], [-3.362480, -5.649637, 0.314768], [-3.520701, -3.912016, 0.704126], [-1.635486, -6.517507, 2.365927], [-1.370482, -5.311295, 3.627335], [-2.827182, -5.213324, 2.629028], [1.036393, -4.384515, 0.963256], [0.845789, -4.530380, 2.737997], [0.657070, -5.966876, 1.714343]],
  "forces_ev_per_a": [[-0.74, 1.17, -0.08], [0.77, 0.39, -0.01], [-0.56, 0.55, 0.25], [0.23, 0.16, 0.08], [-0.08, 1.39, -0.51], [-0.02, 1.79, 1.04], [0.05, 0.06, -0.32], [0.20, 0.41, -0.18], [0.07, -0.31, -0.01], [-0.30, 0.53, -0.18], [0.35, -7.89, -1.25], [0.16, 0.46, 0.24], [0.02, -0.70, 4.42], [-0.49, -0.04, -0.63], [0.05, -0.09, 0.16], [0.08, -0.17, -0.02], [-0.10, 0.08, -0.08], [-0.08, 0.01, 0.00], [-0.10, -0.06, 0.10], [-0.04, 0.15, 0.09], [0.02, -0.03, 0.06], [0.09, 0.05, 0.18], [-0.17, -0.26, -0.06], [0.27, 0.05, -0.13], [-0.28, -0.11, -0.02], [-0.10, 0.02, -0.04], [-0.04, 0.05, 0.00], [0.34, 0.03, -0.19], [0.08, 0.04, -0.01], [0.48, 0.11, 0.65], [-0.76, 0.50, -5.47], [0.68, 1.65, 1.92], [0.22, -0.31, -0.07], [0.13, 0.59, 0.77], [-0.06, 0.04, 0.04], [-0.29, -0.51, 1.11], [0.22, 0.23, -0.71], [-0.09, -0.62, -0.17], [0.15, 0.48, -0.98], [-0.44, -0.14, 0.01], [0.33, 0.10, -0.15], [0.07, -0.01, 0.28], [0.03, -0.04, -0.18], [-0.34, 0.17, 0.06], [0.09, -0.21, 0.21], [-0.13, 0.13, -0.15], [0.28, -0.21, -0.10], [-0.05, 0.12, -0.06], [0.01, 0.05, 0.00], [0.03, -0.06, 0.05], [-0.09, -0.02, 0.39], [-0.04, 0.04, -0.25], [-0.10, 0.16, -0.08]],
  "s_squared": 0.762,
  "total_charge": -2,
  "orbital_gap_ev": [2.8, 2.9],
  "lumo_energy_ev": [4.53, 4.52],
  "relative_energy_ev": 3.0367,
  "homo_energy_ev": [1.755, 1.654],
  "spin_multiplicity": 2,
  "energy_ev": -76663.6515
}